# 1
56
Properties=species:S:1:pos:R:3:lowdin_charge:R:1 method="wB97M-V/def2-TZVPD" largest_force_ha_per_bohr=0.1055 lumo_energy_ev=0.0 gap_ev=8.141 relative_energy_kcal_mol=54.0 e_homo_ev=-8.2
C 1.45891 -1.28507 -2.69778 -0.1840
C 1.10109 0.28780 -2.71239 -0.1849
O 1.48324 0.96732 -1.48070 -0.1354
C 0.29568 -1.83002 -1.87119 -0.4947
S -1.21262 -2.38187 -2.88284 0.4413
S -2.18081 -3.59448 -1.88941 0.3858
C -3.35618 -3.01001 -0.61167 -0.4131
H 1.65719 -1.74011 -3.70900 0.1276
H 2.31943 -1.47569 -2.06030 0.0982
H 1.70059 0.78266 -3.37109 0.0797
H 0.02626 0.46997 -2.81851 0.0904
H 2.40770 0.65217 -1.27004 0.0678
H 0.01431 -1.15849 -1.11513 0.0241
H 0.67303 -2.84953 -1.38638 0.1122
H -2.76677 -3.13404 0.34237 0.0101
H -3.65163 -1.86661 -0.69919 0.0774
H -4.19238 -3.62668 -0.63975 -0.0087
H 0.27795 -2.16634 1.56193 0.0502
H 0.15387 -2.87205 3.08592 0.0943
O -0.22398 -2.87660 2.11580 -0.1492
H -1.75074 -1.95802 1.92202 0.0424
H -3.29125 -2.50582 2.41250 0.1065
O -2.70546 -1.78297 2.11288 -0.1047
H 4.06729 2.94734 1.80190 0.0574
H 4.20708 1.43122 1.62217 -0.0101
O 4.70444 2.19367 1.84487 -0.0494
H 0.97282 0.33216 0.87960 0.0969
H 1.12332 -0.09341 2.36785 0.0100
O 1.10077 -0.50690 1.51190 -0.0955
H 2.86851 2.81166 -1.24794 -0.0167
H 3.16356 3.56919 -2.53276 0.0168
O 2.98482 3.67107 -1.63004 -0.0137
H -0.43100 -1.81184 4.86390 0.0301
H -0.51042 -0.41651 4.24883 0.0184
O 0.00889 -1.19100 4.32204 -0.0220
H 1.08685 3.06246 2.69070 0.0134
H 0.70208 3.03965 1.07764 0.0029
O 1.17616 2.65569 1.85988 -0.0545
H -4.04758 0.16635 0.53632 -0.0037
H -2.95794 -0.45387 0.97123 -0.0163
O -3.16870 0.28156 0.41146 -0.0062
H 5.00681 1.55672 -1.60327 0.0523
H 4.68078 0.77652 -0.40262 -0.0040
O 4.34332 1.04653 -1.19356 0.0263
H -2.80977 0.05552 4.56533 0.0559
H -2.57595 -1.36882 3.75355 -0.0029
O -2.94166 -0.92381 4.58041 -0.1163
H -2.28079 0.54757 -3.47287 0.0334
H -2.35221 0.63255 -5.01967 0.0010
O -2.46880 0.04210 -4.31251 -0.1002
H -2.23239 1.54582 -0.78045 0.0252
H -0.73099 1.17026 -1.32435 -0.0102
O -1.48600 1.72831 -1.33818 -0.0149
H 0.99367 3.69095 -0.42449 0.0318
H -0.46350 3.02957 -0.62199 -0.0574
O 0.02909 3.73618 -0.34294 -0.0110


# 2
56
Properties=species:S:1:pos:R:3:lowdin_charge:R:1 method="wB97M-V/def2-TZVPD" total_charge=+1 largest_force_ha_per_bohr=0.0417 lumo_energy_ev=-2.3 gap_ev=10.399 relative_energy_kcal_mol=10.3 e_homo_ev=-12.7
C -1.45089 1.11048 -2.29400 -0.1843
O -2.40830 1.56082 -1.35077 -0.0945
C -0.04095 0.83044 -1.76782 -0.3436
C 0.00086 -0.51450 -0.99206 -0.1358
C 1.08437 -0.55258 0.02728 -0.1258
N 0.85971 0.30720 1.26161 0.1750
N 0.98661 0.83786 -2.84480 0.0513
H -1.33443 1.92794 -3.05033 0.1369
H -1.94466 0.18011 -2.65047 0.1442
H -2.25265 2.47690 -1.04888 0.0715
H 0.34245 1.66047 -1.15704 0.1265
H 0.16066 -1.25092 -1.79941 0.1221
H -1.02402 -0.68389 -0.64722 0.0919
H 2.00513 -0.18511 -0.43298 0.0963
H 1.28345 -1.54995 0.44049 0.1213
H 0.73450 1.32720 1.09277 0.1021
H 1.68630 0.31295 1.86106 0.1338
H -0.06493 0.04228 1.63384 0.0976
H 0.97684 1.71296 -3.34553 0.0910
H 0.96989 -0.00541 -3.39926 0.0947
H -2.74674 -3.64174 -2.33515 0.0711
H -1.27932 -3.25427 -2.10986 0.0278
O -2.19327 -3.01488 -1.85689 -0.0544
H -1.38373 -1.60286 0.74779 0.0064
H -2.02102 -2.71731 -0.14229 0.0333
O -1.66399 -2.52119 0.75270 -0.0502
H 3.43154 0.92343 0.00376 0.0144
H 4.30172 0.93385 1.25145 0.0859
O 3.37764 0.93975 0.98901 -0.0688
H -3.30810 0.67564 -0.24416 -0.0009
H -4.54173 -0.06677 0.46586 0.0558
O -3.61489 0.17877 0.54064 -0.0643
H -1.05591 2.64565 2.64582 0.0352
H 0.29624 3.02790 3.19332 0.0644
O -0.14460 2.75582 2.38424 -0.0626
H -0.32472 -4.93941 0.83292 0.0692
H -0.41397 -3.44583 1.23739 0.0032
O 0.22392 -4.20538 1.11938 -0.0834
H 2.98280 0.97327 -2.17686 0.0173
H 4.50164 1.43805 -2.04028 0.0772
O 3.84174 0.78921 -1.74884 -0.0589
H -0.35576 3.79079 -0.19228 0.0176
H -1.24342 4.92615 -0.71827 0.0659
O -1.26510 4.00803 -0.43412 -0.0342
H 0.51226 -2.12837 2.61586 0.0092
H 1.25098 -3.20498 3.24188 0.0519
O 1.41193 -2.29607 2.95180 -0.0515
H 2.38325 2.50986 0.59658 -0.0023
H 2.42095 3.90979 1.24230 0.0668
O 1.85605 3.31979 0.72501 -0.0643
H -1.71852 -0.13348 3.26465 0.0839
H -2.32142 0.69600 2.13531 0.0543
O -1.50995 0.61961 2.68922 -0.0663
H 0.51596 -4.55713 -1.72040 0.0516
H 0.51264 -3.60689 -0.42044 0.0215
O 0.51268 -3.64439 -1.43456 -0.0937


# 3
57
Properties=species:S:1:pos:R:3:lowdin_charge:R:1 method="wB97M-V/def2-TZVPD" largest_force_ha_per_bohr=0.0622 lumo_energy_ev=0.0 gap_ev=10.083 relative_energy_kcal_mol=97.7 e_homo_ev=-10.1
C 2.56648 0.51105 -1.23433 -0.2029
O 3.95588 0.29219 -1.05765 -0.0570
C 1.79245 0.20333 0.09492 -0.3142
C 0.33254 -0.04416 -0.33728 -0.0945
C -0.66960 0.78757 0.51765 -0.2468
O -1.57624 0.12406 1.36701 -0.0715
N 2.35852 -1.05289 0.61840 0.0525
H 2.31882 1.54590 -1.48338 0.1281
H 2.25151 -0.15293 -2.03916 0.1018
H 4.44048 1.12135 -1.06338 0.0974
H 1.97607 1.07279 0.70535 0.1156
H 0.12436 -1.08994 -0.16872 0.0728
H 0.19472 0.36001 -1.33142 0.1116
H -1.31063 1.41913 -0.09519 0.0765
H -0.09532 1.55106 1.06617 0.0857
H 3.28651 -1.19854 0.24501 0.0765
H 2.37657 -1.01012 1.64003 0.0443
H 2.09662 -3.05933 -0.01029 0.0095
H -3.36915 -2.44100 0.46136 0.0621
H -1.87227 -3.54854 -1.34077 0.0465
O -0.96922 -3.68485 -1.03884 -0.0580
H 1.82338 2.86827 1.72705 -0.0137
H 1.27298 4.13858 1.10648 0.0131
O 1.91963 3.82746 1.75921 -0.0586
H -3.62432 -0.22466 -1.70682 0.0410
H -2.65035 0.08667 -2.77046 0.0278
O -3.11117 0.52820 -2.03404 -0.0503
H -3.15942 3.30270 -0.44717 0.0339
H -2.88039 2.22389 -1.42551 -0.0161
O -2.89702 3.20454 -1.37300 -0.0784
H -2.75509 2.25681 2.78421 0.0319
H -1.59723 3.17792 2.39629 0.0171
O -2.54280 3.17274 2.57551 -0.0475
H 2.13502 -2.24690 3.46024 0.0528
H 1.93600 -1.01271 4.38184 0.0570
O 2.13874 -1.28561 3.48226 -0.0490
H 1.30265 2.78347 3.28155 0.0084
H 0.75376 1.27718 3.36134 0.0218
O 1.42423 1.89765 3.65736 -0.0569
H -0.15440 4.69392 -1.18267 0.0619
H -0.35293 3.30069 -0.84721 0.0156
O 0.24231 4.02345 -0.61085 -0.0505
H 0.02938 -2.32950 0.95582 0.0047
H -2.62707 -1.30583 -0.18210 0.0203
O -3.19217 -2.05997 -0.40612 -0.0448
H 1.03649 -4.08478 -0.09063 0.0342
H -0.36091 -3.01613 -1.33739 -0.0095
O 1.68141 -3.64610 -0.66095 -0.0583
H 1.01460 -1.87378 -3.98537 0.0604
H 1.39324 -2.19534 -2.52693 0.0271
O 0.67770 -2.26255 -3.17275 -0.0465
H -1.14634 -3.25723 0.82285 0.0463
H -1.36269 -0.81808 1.47786 0.0311
O -0.81945 -2.51616 1.37953 -0.0682
H -1.21912 -1.47366 -4.26694 0.0388
H -1.54865 -1.89382 -2.91613 0.0112
O -1.99048 -1.52277 -3.69397 -0.0445


# 4
58
Properties=species:S:1:pos:R:3:lowdin_charge:R:1 method="wB97M-V/def2-TZVPD" total_charge=-1 largest_force_ha_per_bohr=0.0403 lumo_energy_ev=2.2 gap_ev=6.398 relative_energy_kcal_mol=36.9 e_homo_ev=-4.2
C 0.13111 1.35330 -0.50039 -0.2523
C 0.18097 0.42487 -1.72845 -0.7020
S 1.41409 0.75124 -3.02346 0.4040
C -0.70492 0.58604 0.59749 -0.2210
N -0.20454 1.14491 1.86133 -0.1184
C -0.47869 0.34644 3.09577 -0.1099
H 1.16391 1.47031 -0.14508 0.0596
H -0.15960 2.39299 -0.68943 0.0687
H -0.84958 0.47392 -2.08930 0.0527
H 0.29101 -0.60195 -1.32486 0.0302
H -1.77832 0.81916 0.44147 0.0991
H -0.64070 -0.53031 0.61716 0.0871
H 0.80642 1.16991 1.87828 0.0481
H 0.40111 0.52042 3.72634 0.0746
H -0.36667 -0.70959 2.84316 0.0500
H -1.50655 0.54915 3.40597 0.0622
H 4.14703 0.22246 -0.18072 0.0686
H 3.50486 1.25530 0.66213 0.0207
O 3.43344 0.30222 0.46640 -0.0682
H 0.17031 -1.06706 -4.09844 -0.0365
H 0.24310 -2.53677 -4.01123 0.0050
O -0.40687 -1.85589 -4.23388 -0.1003
H -2.37352 3.01294 2.30188 0.0283
H -0.95803 3.22955 2.59267 0.0407
O -1.79285 3.74918 2.54966 -0.0843
H -1.81433 4.28753 0.81326 -0.0022
H -1.64186 3.36988 -0.33424 0.0132
O -1.35828 4.24592 -0.04903 -0.0836
H 1.24332 -3.50160 -2.39161 -0.0018
H 0.40983 -3.46551 -1.13253 0.0105
O 0.71142 -4.06937 -1.82814 -0.0465
H 1.56123 -1.55688 0.43849 0.0462
H 0.95198 -1.79162 1.76196 0.0202
O 0.74505 -1.91972 0.81225 -0.0866
H -3.47924 -2.48356 -1.63417 0.0131
H -3.79720 -3.03467 -0.25567 0.0004
O -4.09393 -2.36619 -0.88039 -0.0824
H -4.38915 0.57266 1.47272 0.0474
H -3.19873 0.02530 2.14304 0.0212
O -3.79216 0.78289 2.20420 -0.0589
H -0.98882 -2.70096 -2.45300 0.0184
H -1.85794 -1.55899 -1.77224 0.0391
O -1.59368 -2.48189 -1.72239 -0.0805
H 2.49818 3.29641 0.53801 0.0252
H 2.09576 3.09926 1.95747 0.0615
O 2.63069 2.66734 1.28003 -0.0753
H 2.95209 -0.40160 2.03381 0.0239
H 2.49388 -1.45072 3.07073 0.0673
O 2.20160 -0.65894 2.60326 -0.0763
H 1.83657 3.36003 -1.96464 0.0079
H 1.33995 4.29845 -0.96199 0.0449
O 2.16633 3.83468 -1.17674 -0.0850
H 2.49697 -0.98824 -3.69589 -0.1106
H 2.64194 -2.38435 -2.98968 -0.0064
O 2.63737 -1.95679 -3.84534 -0.1381
H -1.06768 -3.50109 1.17982 0.0020
H -2.28312 -4.13526 0.45220 0.0152
O -1.92457 -3.90515 1.31197 -0.0500